C12H14Cl4N2 | ωB97M-V/def2-TZVPD

Cartesian coordinates (Å):
Cl 8.25112 22.79586 -9.58693
Cl 9.51668 23.52464 -15.32408
Cl 11.93889 22.22091 -16.38148
Cl 5.51013 23.37667 -10.49041
N 9.08257 28.60594 -10.09208
N 3.88629 30.81066 -16.64354
C 11.21242 23.11915 -15.06122
C 7.13468 23.97757 -10.23233
C 3.91258 29.48269 -16.93058
C 9.02051 28.08792 -8.81512
C 4.33286 28.48784 -16.04951
C 10.07681 27.45414 -8.16986
C 4.32639 31.19251 -15.44001
C 4.79524 28.90873 -14.81371
C 10.21942 28.36364 -10.74265
C 11.19985 27.51056 -10.22613
C 4.69511 30.30330 -14.43583
C 11.24123 27.18747 -8.86535
H 8.08830 28.27196 -8.30179
H 7.60478 24.43001 -11.10549
H 11.78540 24.04475 -15.00588
H 4.22196 32.22282 -15.13348
H 11.35482 22.60271 -14.11195
H 4.93799 30.63074 -13.43574
H 10.30621 28.62139 -11.78785
H 6.91581 24.72298 -9.46776
H 4.22900 27.43876 -16.28411
H 12.17175 26.80448 -8.47312
H 11.99709 27.20336 -10.88678
H 5.12030 28.16742 -14.09872
H 3.58677 29.19962 -17.92059
H 10.09519 27.13743 -7.13751

- electronic energy (eV) = -65739.62274
- highest occupied orbital energy (eV) = -9.637
- LUMO energy (eV) = 0.20
- structure (SMILES) = c1ccncc1.c1ccncc1.ClCCl.ClCCl
- orbital gap (eV) = 9.833
- energy relative to the best compared isomer or geometry (same formula, charge and spin) (eV) = 0.758
- total charge = 0

=====

C5H17N2O | ωB97M-V/def2-TZVPD

Cartesian coordinates (Å):
O 1.29796 -1.38158 3.10493
N -0.05754 -1.30401 -1.15154
N -0.25909 0.15091 1.15875
C 0.01739 0.00436 -1.91995
C 0.42890 1.20692 0.36038
C -0.31568 1.21823 -0.97327
C -0.89870 -2.28853 -1.83592
C 0.17773 2.53129 1.11459
H 0.90278 -1.63083 -1.11412
H 0.11234 2.09682 -1.48432
H -0.79861 -2.52078 -2.89830
H -1.21158 0.53248 1.35681
H 0.83475 -2.21848 3.24119
H -0.74308 -0.04495 -2.73322
H -0.83063 2.92871 0.84671
H 0.11282 -0.11045 2.08816
H 1.02153 -0.00457 -2.37217
H 2.25654 -1.35465 3.09054
H -0.86190 -3.22835 -1.28826
H -1.96987 -1.98991 -1.68287
H -1.38531 1.30920 -0.89453
H 1.51520 1.05974 0.26010
H -0.38571 -0.77764 0.73246
H 0.23845 2.42913 2.19844
H 0.80128 3.38695 0.79540

- electronic energy (eV) = -10482.01506
- highest occupied orbital energy (eV) = -13.182
- LUMO energy (eV) = -2.81
- orbital gap (eV) = 10.371
- energy relative to the best compared isomer or geometry (same formula, charge and spin) (eV) = 0.919
- total charge = +1

=====

C6H6N2 | ωB97M-V/def2-TZVPD

Cartesian coordinates (Å):
N -1.66149 -0.98820 -0.99504
N -1.04889 0.09738 -1.52552
C 1.52954 -0.41278 2.50291
C -0.08580 0.46865 -0.75098
C 0.76565 -0.45464 1.56058
C 0.78224 1.57717 -1.00550
C -0.06435 -0.51089 0.44621
C -1.02830 -1.43271 0.11770
H 0.52146 1.90472 -1.90803
H 1.85383 1.25471 -0.69281
H -1.24866 -2.34442 0.58651
H 0.55384 2.42981 -0.30183
H -2.57799 -1.25185 -1.51159
H 1.70891 -0.33696 3.47739

- electronic energy (eV) = -9296.11087
- highest occupied orbital energy (eV) = -8.501
- LUMO energy (eV) = 0.96
- structure (SMILES) = C#Cc1c[nH]nc1C
- orbital gap (eV) = 9.456
- energy relative to the best compared isomer or geometry (same formula, charge and spin) (eV) = 2.634
- total charge = 0

=====

C2H6OS | ωB97M-V/def2-TZVPD

Cartesian coordinates (Å):
S -0.88006 -0.73224 -1.69569
O -1.30112 0.65324 0.66790
C 1.04570 0.11338 0.32380
C -0.42767 0.51408 -0.39860
H -1.22719 -0.19178 1.21209
H 1.98277 0.16696 -0.36168
H 0.97050 0.80942 1.17595
H -0.79120 -1.89414 -0.82488
H -0.39806 1.46808 -0.87696
H 1.02633 -0.90699 0.77808

- electronic energy (eV) = -15052.95746
- highest occupied orbital energy (eV) = -9.262
- LUMO energy (eV) = 0.73
- structure (SMILES) = C[C@H](O)S
- orbital gap (eV) = 9.996
- energy relative to the best compared isomer or geometry (same formula, charge and spin) (eV) = 0.474
- total charge = 0